A cluster of 3 separate species, C24H51BBrN5O13P in total at a distorted geometry. Source: the OMol25 dataset; level of theory: ωB97M-V with the def2-TZVPD basis set.

Values from the calculation:
* ΔE to the lowest compared entry with this formula, charge and spin: 0.0 kJ/mol
* gap between HOMO and LUMO: 8.17 eV
* molecular weight: 739.4 u
* charge: +1

Each line ends with the Mulliken charge.
Atoms and positions in Å:
C (-0.557, 0.205, -0.675)  -0.62
O (-1.570, -2.021, 4.144)  -0.42
C (-6.493, 3.464, 3.644)  -0.35
C (7.750, 2.714, -4.492)  -0.22
H (-0.197, -0.458, 2.669)  -0.01
N (-4.258, 3.747, 2.226)  0.13
C (-0.781, 0.406, 2.985)  -0.66
H (-0.769, 3.861, 0.839)  0.20
H (2.844, -7.494, -0.798)  0.25
H (3.610, -2.698, -3.752)  0.27
H (8.580, -0.713, -7.803)  0.31
C (-1.214, -1.033, 5.110)  -0.57
H (-1.390, -6.079, 0.396)  0.33
H (0.098, 0.693, -1.394)  0.48
H (6.907, 4.671, -4.732)  0.36
H (-4.786, 1.285, 1.592)  0.38
O (-6.433, 4.148, 1.154)  -0.52
N (-4.396, 1.877, 0.849)  -0.25
H (-0.216, 1.304, 2.735)  0.60
O (4.281, -4.640, -3.476)  -0.37
C (7.565, -0.881, -7.451)  -0.69
H (-1.422, -0.161, -1.240)  0.27
H (0.775, -1.409, -0.861)  0.71
C (-3.554, 4.719, 3.070)  -0.52
H (7.376, -1.946, -7.357)  0.20
C (6.698, 3.649, -5.046)  -1.10
N (-2.284, 2.694, 1.392)  0.77
H (6.683, 3.619, -6.134)  0.32
H (6.586, -3.288, -3.303)  0.29
H (-7.370, 2.876, 3.363)  0.34
H (-2.448, -0.614, 2.079)  -0.24
C (-0.764, -4.375, 1.129)  0.42
N (-0.678, -1.980, 0.558)  0.40
C (-0.907, 0.354, 4.512)  -0.93
H (-5.659, 3.241, 5.653)  0.31
O (-5.154, -0.596, 0.916)  -0.57
H (-2.908, -4.594, 0.986)  0.48
H (-0.049, -4.208, 1.938)  0.23
H (-3.209, 1.465, -0.866)  0.86
C (0.185, -0.959, -0.057)  -1.03
O (7.455, 1.336, -4.780)  -0.32
H (-3.098, 7.329, 1.240)  0.38
C (4.518, -3.285, -3.891)  -0.15
H (-6.873, 4.405, 4.050)  0.36
O (8.203, 1.626, -6.893)  -0.56
H (8.742, 2.958, -4.871)  0.32
C (5.699, -2.666, -3.177)  -0.95
H (-2.399, -3.216, 1.968)  -0.10
H (-4.651, 2.506, 4.417)  -0.05
H (-0.338, -1.412, 5.632)  0.28
H (5.908, -1.678, -3.586)  0.24
C (-2.107, 1.213, 0.945)  0.43
O (-4.424, 6.908, 3.031)  -0.52
Br (-5.073, -0.202, -2.113)  -0.26
H (-1.623, 1.098, 4.870)  0.31
O (3.570, -6.089, -2.053)  -0.35
H (6.854, -0.438, -8.146)  0.31
O (3.261, -3.905, -1.596)  -0.58
C (-3.669, 6.132, 2.521)  0.31
C (-5.684, 2.695, 4.713)  -0.59
H (4.712, -3.357, -4.959)  0.26
H (0.548, -3.471, -0.300)  0.30
H (-2.525, -2.103, 4.117)  0.27
C (2.954, -6.414, -0.800)  -0.49
H (-2.861, 0.864, 2.912)  0.62
C (-0.477, -3.344, 0.041)  -0.55
O (7.384, -0.336, -6.140)  -0.25
P (-3.991, -0.678, -0.224)  0.58
H (5.506, -2.567, -2.110)  0.33
H (5.709, 3.365, -4.682)  0.28
N (-1.740, 3.730, 0.606)  -0.61
H (-2.255, -4.867, 2.598)  0.36
O (-0.924, 1.254, 0.234)  -0.38
H (-5.673, -1.410, 0.960)  0.37
O (-0.541, -5.677, 0.604)  -0.52
C (-2.114, 0.413, 2.248)  -0.40
C (7.724, 0.948, -6.025)  0.72
H (-1.859, 3.562, -0.384)  0.22
H (-2.538, 4.390, 3.272)  0.38
H (-1.628, -1.732, 0.317)  -0.39
C (-3.399, 1.049, 0.125)  -0.65
C (-3.643, 2.854, 1.507)  -0.55
C (-2.160, -4.245, 1.709)  -1.04
H (-1.176, -3.548, -0.780)  0.16
B (-5.791, 3.786, 2.295)  0.27
H (-6.829, 3.422, 0.659)  0.34
H (-4.102, 4.772, 4.009)  0.53
H (0.067, 0.658, 4.899)  0.47
H (-6.138, 1.727, 4.915)  0.31
H (-2.005, -0.959, 5.857)  0.32
O (-2.913, 6.402, 1.472)  -0.39
H (0.911, -0.577, 0.665)  0.24
H (1.978, -5.942, -0.709)  0.15
C (3.671, -4.789, -2.306)  0.79
H (7.779, 2.765, -3.406)  0.29
H (3.594, -6.106, 0.025)  0.28